Molecular formula: C24H25N3O5S2
Method: DFT, ωB97M-V/def2-TZVPD

Output
HOMO-LUMO gap, eV: 7.562
Largest force on an atom, eV/Å: 1.05
Electronic energy, eV: -61670.6866

Each line ends with the natural charge from an NBO analysis.
Positions of all 59 atoms, in Å:
C -5.97 -0.75 1.57  -0.249
H -6.68 -0.85 0.75  0.181
O -4.81 -0.04 1.18  -0.520
C -4.97 1.26 0.76  0.251
C -6.18 1.92 0.67  -0.281
C -6.23 3.23 0.21  -0.214
C -5.07 3.88 -0.16  -0.217
C -3.85 3.24 -0.07  -0.233
C -3.79 1.93 0.39  0.169
N -2.55 1.28 0.52  -0.873
S -1.42 1.50 -0.71  2.301
O -2.03 1.33 -2.00  -0.937
O -0.75 2.75 -0.49  -0.939
C -0.25 0.18 -0.36  -0.375
C 1.06 0.60 -0.39  -0.190
C 2.11 -0.26 -0.06  0.129
C 1.79 -1.56 0.33  -0.191
C 0.47 -1.97 0.36  -0.271
C -0.59 -1.14 -0.01  0.259
N -1.92 -1.54 0.06  -0.481
C -2.77 -1.45 -1.12  -0.281
H -2.47 -0.62 -1.75  0.256
C -2.71 -2.76 -1.92  -0.083
O -3.12 -3.86 -1.13  -0.525
C -2.29 -4.00 0.00  -0.085
C -2.28 -2.71 0.84  -0.246
H -1.63 -2.81 1.70  0.215
H -3.30 -2.53 1.20  0.204
H -2.69 -4.83 0.58  0.197
H -1.27 -4.24 -0.32  0.162
H -3.39 -2.72 -2.76  0.200
H -1.68 -2.92 -2.28  0.164
H -3.80 -1.29 -0.78  0.208
H 0.27 -2.99 0.66  0.217
H 2.58 -2.24 0.61  0.263
N 3.41 0.23 -0.12  -0.585
C 4.59 -0.43 0.15  0.643
O 4.65 -1.59 0.49  -0.618
C 5.77 0.43 -0.03  -0.311
C 7.00 -0.06 0.19  -0.117
C 8.23 0.65 0.06  -0.261
C 8.46 1.95 -0.31  -0.209
C 9.82 2.29 -0.32  -0.256
C 10.62 1.25 0.03  -0.401
S 9.73 -0.17 0.39  0.467
H 11.69 1.23 0.11  0.239
H 10.20 3.26 -0.58  0.228
H 7.68 2.65 -0.56  0.220
H 7.07 -1.10 0.50  0.237
H 5.61 1.45 -0.33  0.195
H 3.47 1.20 -0.40  0.399
H 1.25 1.63 -0.66  0.242
H -2.65 0.31 0.78  0.439
H -2.94 3.72 -0.35  0.238
H -5.11 4.90 -0.52  0.216
H -7.19 3.73 0.15  0.214
H -7.10 1.43 0.95  0.218
H -6.46 -0.26 2.42  0.182
H -5.62 -1.73 1.88  0.197

---

Molecular formula: C24H25O8S2
Method: DFT, ωB97M-V/def2-TZVPD

Output
HOMO-LUMO gap, eV: 5.357
Largest force on an atom, eV/Å: 2.61
Net charge: -1
Electronic energy, eV: -63342.3583

Each line ends with the natural charge from an NBO analysis.
Positions of all 59 atoms, in Å:
C 2.46 -2.03 3.33  -0.623
C 1.68 -0.75 3.19  -0.071
O 0.42 -1.16 2.63  -0.577
C -0.44 -0.09 2.54  0.741
C -1.79 -0.64 2.46  -0.459
C -2.86 0.33 2.66  0.526
O -2.72 1.55 2.62  -0.665
C -4.28 -0.23 2.91  -0.490
C -4.35 -1.63 3.48  -0.393
C -3.45 -2.57 2.69  -0.392
C -1.98 -2.11 2.62  -0.381
O -0.01 1.06 2.48  -0.682
H 3.46 -1.78 3.67  0.193
H 1.97 -2.68 4.08  0.201
H 2.51 -2.58 2.38  0.220
H 1.48 -0.29 4.17  0.180
H 2.18 -0.02 2.52  0.181
H -4.80 0.46 3.58  0.206
H -4.80 -0.21 1.94  0.197
H -4.08 -1.62 4.55  0.186
H -5.39 -1.97 3.41  0.184
H -3.50 -3.57 3.16  0.188
H -3.81 -2.65 1.66  0.185
H -1.50 -2.66 1.78  0.197
H -1.44 -2.45 3.55  0.177
C -0.98 6.26 -1.74  -0.256
O 0.26 5.65 -1.30  -0.506
C 0.24 4.34 -0.94  0.314
C -0.86 3.48 -1.17  -0.328
C -0.78 2.15 -0.82  -0.082
C 0.42 1.60 -0.31  -0.139
C 0.63 0.16 -0.24  0.015
C 1.06 -0.51 -1.34  -0.682
S 1.95 -2.05 -1.16  2.175
O 3.23 -1.78 -0.53  -0.906
O 1.08 -3.07 -0.65  -0.892
C 2.22 -2.25 -2.94  -0.323
C 1.69 -1.25 -3.75  -0.210
C 1.86 -1.27 -5.13  -0.211
C 2.56 -2.32 -5.70  -0.194
C 3.12 -3.32 -4.90  -0.202
C 2.98 -3.28 -3.51  -0.171
S 0.88 0.15 -2.97  2.171
O -0.52 0.18 -3.35  -0.902
O 1.73 1.30 -3.17  -0.903
C 1.47 2.49 -0.01  -0.129
C 1.43 3.81 -0.39  -0.267
H -0.72 7.31 -1.83  0.191
H -1.27 5.86 -2.73  0.177
H -1.79 6.13 -1.01  0.188
H -1.78 3.87 -1.62  0.214
H -1.62 1.47 -1.00  0.223
H 0.77 -0.41 0.67  0.266
H 1.42 -0.46 -5.71  0.237
H 2.66 -2.35 -6.78  0.218
H 3.67 -4.14 -5.36  0.219
H 3.43 -4.03 -2.87  0.235
H 2.39 2.08 0.42  0.214
H 2.24 4.50 -0.23  0.217

---

Molecular formula: C24H26AlBF2I2N4O2
Method: DFT, ωB97M-V/def2-TZVPD

Output
HOMO-LUMO gap, eV: 6.507
Largest force on an atom, eV/Å: 0.58
Electronic energy, eV: -64284.4226

Each line ends with the natural charge from an NBO analysis.
Positions of all 62 atoms, in Å:
Al -2.28 0.36 -0.52  1.876
C 4.06 1.09 0.23  -0.634
C 3.88 -0.15 1.07  -0.035
C 4.83 -0.55 2.00  -0.202
C 4.65 -1.68 2.78  -0.180
C 3.51 -2.45 2.63  -0.214
C 2.56 -2.09 1.69  -0.237
C 2.74 -0.94 0.93  0.171
N 1.75 -0.58 -0.04  -0.630
C 0.46 -0.27 0.24  0.696
N 0.12 -0.21 1.53  -0.593
C -1.11 0.13 2.17  0.218
C -2.26 0.39 1.43  -0.669
C -3.40 0.75 2.16  -0.168
C -3.39 0.83 3.54  -0.213
C -2.23 0.53 4.23  -0.178
C -1.07 0.18 3.57  -0.074
C 0.20 -0.14 4.32  -0.647
N -0.40 -0.02 -0.75  -0.832
C 0.17 0.00 -2.07  0.092
C 0.25 -1.18 -2.81  -0.259
C 0.73 -1.16 -4.11  -0.214
C 1.15 0.04 -4.67  -0.189
C 1.10 1.20 -3.92  -0.204
C 0.62 1.21 -2.61  -0.016
C 0.62 2.48 -1.80  -0.641
H 4.97 1.61 0.52  0.230
H 3.22 1.77 0.35  0.224
H 4.14 0.84 -0.83  0.219
H 5.72 0.05 2.12  0.219
H 5.40 -1.95 3.51  0.222
H 3.36 -3.34 3.23  0.226
H 1.67 -2.69 1.54  0.231
H 2.04 -0.47 -1.00  0.428
H 0.89 -0.39 2.17  0.429
H -4.33 0.96 1.64  0.238
H -4.29 1.10 4.07  0.227
H -2.22 0.58 5.31  0.210
H 0.03 -0.04 5.39  0.236
H 1.01 0.54 4.06  0.212
H 0.54 -1.16 4.15  0.214
H -0.09 -2.10 -2.35  0.242
H 0.78 -2.08 -4.68  0.228
H 1.52 0.06 -5.68  0.224
H 1.44 2.13 -4.35  0.223
H 0.96 3.32 -2.40  0.229
H 1.28 2.39 -0.93  0.214
H -0.37 2.73 -1.41  0.253
N -2.74 -0.18 -2.47  -0.932
C -2.98 1.06 -3.24  -0.351
C -2.95 2.27 -2.33  0.786
O -3.08 3.37 -2.78  -0.575
O -2.77 1.98 -1.05  -0.902
H -2.01 -0.73 -2.92  0.425
H -3.58 -0.76 -2.46  0.435
H -3.94 1.03 -3.75  0.247
H -2.20 1.18 -4.00  0.234
F -1.85 -2.94 0.78  -0.500
B -2.63 -2.69 -0.25  0.938
F -2.15 -3.05 -1.45  -0.520
I -4.59 -1.76 -0.06  0.126
I -7.47 -0.41 0.31  -0.811

---

Molecular formula: C24H26BCl8INO8P
Method: DFT, ωB97M-V/def2-TZVPD

Output
HOMO-LUMO gap, eV: 6.765
Largest force on an atom, eV/Å: 9.32
Electronic energy, eV: -161404.7092

Each line ends with the natural charge from an NBO analysis.
Positions of all 70 atoms, in Å:
N 3.71 1.52 -1.60  -0.837
C 3.31 0.03 -1.62  -0.267
C 1.65 0.04 -1.49  0.080
C 0.73 0.05 -2.89  -0.053
C 1.35 0.02 -4.41  -0.576
C 1.06 1.45 -5.20  0.798
O 0.88 1.57 -6.52  -0.567
O 0.94 2.67 -4.38  -0.741
C -0.92 0.09 -2.67  0.082
C -2.01 0.07 -3.93  -0.875
B -2.62 -1.48 -3.96  1.183
O -3.79 -1.89 -4.78  -0.922
O -1.96 -2.50 -3.08  -0.924
C -1.63 0.13 -1.15  -0.211
C -0.63 0.11 0.15  -0.067
C 1.03 0.04 0.02  -0.156
C 1.87 0.01 1.43  0.520
O 3.06 0.60 1.54  -0.562
C 1.17 -0.74 2.71  -0.071
C 2.04 -1.56 3.83  -0.345
P 3.93 -1.82 3.78  1.370
O 4.47 -1.76 5.30  -1.066
C 1.20 -2.23 5.11  -0.153
C -0.43 -2.07 5.25  0.007
C -1.33 -2.67 6.52  -0.528
C -2.35 -1.41 6.93  0.371
O -1.72 -0.30 7.42  -0.530
I -4.53 -1.43 6.69  0.160
C -1.32 -1.28 4.09  -0.162
C -0.46 -0.63 2.84  -0.098
C -1.32 0.17 1.67  0.526
O -2.49 0.78 1.86  -0.544
H 2.85 2.06 -1.92  0.366
H 3.87 1.84 -0.61  0.383
H 3.69 -0.40 -2.64  0.207
H 3.77 -0.56 -0.68  0.229
H 2.52 -0.16 -4.46  0.286
H 0.88 -0.83 -5.11  0.282
H -0.03 2.76 -4.08  0.506
H -1.54 0.41 -4.95  0.272
H -2.90 0.77 -3.57  0.280
H -4.37 -2.41 -4.13  0.496
H -2.09 -3.43 -3.48  0.497
H -2.79 0.15 -0.99  0.244
H 4.27 -3.15 3.28  -0.031
H 4.66 -0.84 3.01  0.006
H 1.77 -2.81 5.96  0.271
H -1.96 -3.62 6.21  0.251
H -0.69 -2.93 7.46  0.272
H -2.48 -1.16 4.11  0.271
C 6.72 2.76 1.01  -0.399
Cl 7.37 2.57 -0.62  -0.018
Cl 5.17 3.61 0.98  -0.021
H 6.57 1.77 1.45  0.222
H 7.43 3.34 1.62  0.224
C -4.96 1.93 -1.67  -0.398
Cl -5.86 0.87 -2.77  -0.019
Cl -3.57 2.65 -2.49  -0.004
H -5.62 2.72 -1.32  0.235
H -4.61 1.34 -0.82  0.227
C 2.86 -1.06 -7.97  -0.397
Cl 2.35 -2.44 -8.94  -0.022
Cl 2.97 -1.49 -6.26  -0.034
H 3.84 -0.72 -8.32  0.227
H 2.12 -0.25 -8.09  0.246
C -6.99 2.36 6.21  -0.400
Cl -7.50 0.98 5.24  -0.029
Cl -6.88 1.94 7.92  -0.019
H -6.02 2.70 5.86  0.228
H -7.73 3.17 6.09  0.224

---

Molecular formula: C24H26BClMoN6O6S2
Method: DFT, ωB97M-V/def2-TZVPD

Output
HOMO-LUMO gap (spin up / spin down), eV: 4.852 / 4.851
Largest force on an atom, eV/Å: 0.90
Electronic energy, eV: -83257.2056

Each line ends with the natural charge from an NBO analysis.
Positions of all 67 atoms, in Å:
Mo -1.16 0.55 0.45  1.677
O -0.58 -0.59 -0.92  -0.575
C -1.10 -1.61 -1.58  0.423
C -0.62 -1.89 -2.87  -0.217
C -1.15 -2.97 -3.54  -0.144
C -2.12 -3.80 -2.97  -0.253
C -2.55 -3.55 -1.69  -0.129
C -2.04 -2.45 -0.97  -0.241
C -2.37 -2.29 0.41  0.241
N -2.00 -1.32 1.17  -0.466
C -2.29 -1.37 2.60  -0.242
C -2.76 0.01 3.03  -0.238
N -1.82 0.99 2.52  -0.443
C -1.53 2.02 3.23  0.199
C -0.63 3.08 2.86  -0.160
C -0.34 4.11 3.78  -0.154
C 0.54 5.11 3.45  -0.259
C 1.16 5.10 2.19  -0.156
C 0.89 4.11 1.26  -0.251
C -0.02 3.11 1.60  0.368
O -0.29 2.19 0.69  -0.595
H 0.11 -1.23 -3.30  0.251
H -0.81 -3.18 -4.55  0.218
H -2.53 -4.63 -3.53  0.218
H -3.28 -4.19 -1.21  0.209
H -2.94 -3.10 0.87  0.186
H -1.38 -1.64 3.13  0.239
H -3.06 -2.13 2.80  0.208
H -2.81 0.07 4.12  0.206
H -3.74 0.23 2.61  0.223
H -1.97 2.10 4.23  0.184
H -0.82 4.09 4.75  0.213
H 0.76 5.90 4.15  0.222
H 1.86 5.89 1.94  0.223
H 1.37 4.06 0.29  0.261
C 4.28 0.64 -4.49  -0.410
N 4.13 -0.37 -3.47  -0.354
C 4.74 -1.61 -3.44  -0.110
C 4.33 -2.21 -2.31  -0.048
N 3.49 -1.36 -1.63  -0.514
B 2.76 -1.74 -0.30  0.198
N 3.12 -0.61 0.74  -0.447
C 4.32 0.05 0.79  -0.036
C 4.25 0.97 1.79  -0.083
N 3.00 0.86 2.34  -0.345
C 2.53 1.62 3.48  -0.410
C 2.31 -0.10 1.68  0.330
S 0.72 -0.64 2.05  -0.287
C 3.39 -0.23 -2.34  0.171
S 2.56 1.25 -2.02  0.741
H 4.54 0.16 -5.43  0.209
H 5.05 1.37 -4.22  0.206
H 3.33 1.17 -4.61  0.234
H 5.38 -1.94 -4.24  0.220
H 4.55 -3.19 -1.92  0.230
H 1.58 -1.77 -0.45  -0.034
H 3.21 -2.80 0.06  -0.058
H 5.11 -0.17 0.11  0.230
H 4.96 1.69 2.15  0.220
H 2.40 2.66 3.20  0.212
H 3.26 1.55 4.29  0.207
H 1.59 1.20 3.80  0.237
O -2.09 0.72 -2.74  -0.848
Cl -1.45 1.93 -2.11  1.286
O -0.31 2.48 -2.91  -0.823
O -2.74 0.93 0.07  -0.512
O 1.79 1.11 -0.71  -1.056

---

Molecular formula: C24H26Br2FeNO2Se
Method: DFT, ωB97M-V/def2-TZVPD

Output
HOMO-LUMO gap (spin up / spin down), eV: 7.355 / 5.009
Spin multiplicity: 6
Largest force on an atom, eV/Å: 3.82
Electronic energy, eV: -270708.8512

Each line ends with the natural charge from an NBO analysis.
Positions of all 57 atoms, in Å:
Fe -0.27 0.53 0.98  1.279
Br -0.62 -1.66 2.02  -0.634
C -2.10 1.39 1.27  -0.875
Br -2.77 3.16 1.02  -0.042
H -2.31 1.31 2.35  0.218
H -2.93 0.81 0.86  0.199
C -1.09 5.49 -1.28  -0.725
C -0.40 4.17 -1.21  0.572
O 0.59 4.01 -0.50  -0.496
C -1.10 3.16 -2.05  -0.157
C -1.87 3.52 -3.14  -0.169
C -2.64 2.61 -3.87  -0.093
C -2.77 1.29 -3.40  -0.248
C -2.12 0.93 -2.25  -0.114
C -1.07 1.80 -1.68  0.464
O -0.14 1.19 -1.01  -0.624
H -0.54 6.20 -0.65  0.248
H -2.14 5.44 -1.00  0.247
H -1.07 5.95 -2.30  0.223
H -1.86 4.49 -3.48  0.220
H -3.15 2.95 -4.80  0.228
H -3.30 0.56 -3.98  0.233
H -2.13 -0.08 -1.86  0.230
C 2.53 1.15 -0.51  -0.423
N 1.81 0.09 0.27  -0.474
C 1.74 -1.09 -0.58  -0.438
C 2.42 -0.07 1.62  -0.258
C 2.09 1.12 2.46  -0.095
C 2.99 1.84 3.27  -0.190
C 2.69 3.07 3.82  -0.230
C 1.37 3.52 3.74  -0.198
C 0.40 2.77 2.97  -0.235
C 0.81 1.65 2.31  -0.202
H 3.50 1.34 -0.06  0.197
H 1.91 2.02 -0.45  0.247
H 2.61 0.87 -1.54  0.200
H 2.77 -1.48 -0.64  0.179
H 1.40 -0.82 -1.63  0.214
H 1.16 -1.95 -0.14  0.240
H 3.49 -0.25 1.56  0.188
H 2.06 -0.98 2.10  0.245
H 4.03 1.41 3.40  0.204
H 3.40 3.56 4.44  0.214
H 1.17 4.53 4.08  0.211
H -0.64 3.11 2.95  0.223
Se -1.14 -4.55 -2.20  0.159
C -0.97 -6.02 -1.07  -0.280
C -0.89 -5.88 0.32  -0.197
C -0.72 -6.96 1.19  -0.217
C -0.56 -8.26 0.59  -0.172
C -0.37 -8.36 -0.80  -0.229
C -0.59 -7.23 -1.62  -0.190
H -1.01 -4.86 0.67  0.241
H -0.67 -6.84 2.28  0.231
H -0.31 -9.09 1.19  0.212
H -0.12 -9.29 -1.30  0.219
H -0.55 -7.30 -2.71  0.223

---

What did the fourth record say?
Molecular formula: C24H26BCl8INO8P
Method: DFT, ωB97M-V/def2-TZVPD

Output
HOMO-LUMO gap, eV: 6.765
Largest force on an atom, eV/Å: 9.32
Electronic energy, eV: -161404.7092

Each line ends with the natural charge from an NBO analysis.
Positions of all 70 atoms, in Å:
N 3.71 1.52 -1.60  -0.837
C 3.31 0.03 -1.62  -0.267
C 1.65 0.04 -1.49  0.080
C 0.73 0.05 -2.89  -0.053
C 1.35 0.02 -4.41  -0.576
C 1.06 1.45 -5.20  0.798
O 0.88 1.57 -6.52  -0.567
O 0.94 2.67 -4.38  -0.741
C -0.92 0.09 -2.67  0.082
C -2.01 0.07 -3.93  -0.875
B -2.62 -1.48 -3.96  1.183
O -3.79 -1.89 -4.78  -0.922
O -1.96 -2.50 -3.08  -0.924
C -1.63 0.13 -1.15  -0.211
C -0.63 0.11 0.15  -0.067
C 1.03 0.04 0.02  -0.156
C 1.87 0.01 1.43  0.520
O 3.06 0.60 1.54  -0.562
C 1.17 -0.74 2.71  -0.071
C 2.04 -1.56 3.83  -0.345
P 3.93 -1.82 3.78  1.370
O 4.47 -1.76 5.30  -1.066
C 1.20 -2.23 5.11  -0.153
C -0.43 -2.07 5.25  0.007
C -1.33 -2.67 6.52  -0.528
C -2.35 -1.41 6.93  0.371
O -1.72 -0.30 7.42  -0.530
I -4.53 -1.43 6.69  0.160
C -1.32 -1.28 4.09  -0.162
C -0.46 -0.63 2.84  -0.098
C -1.32 0.17 1.67  0.526
O -2.49 0.78 1.86  -0.544
H 2.85 2.06 -1.92  0.366
H 3.87 1.84 -0.61  0.383
H 3.69 -0.40 -2.64  0.207
H 3.77 -0.56 -0.68  0.229
H 2.52 -0.16 -4.46  0.286
H 0.88 -0.83 -5.11  0.282
H -0.03 2.76 -4.08  0.506
H -1.54 0.41 -4.95  0.272
H -2.90 0.77 -3.57  0.280
H -4.37 -2.41 -4.13  0.496
H -2.09 -3.43 -3.48  0.497
H -2.79 0.15 -0.99  0.244
H 4.27 -3.15 3.28  -0.031
H 4.66 -0.84 3.01  0.006
H 1.77 -2.81 5.96  0.271
H -1.96 -3.62 6.21  0.251
H -0.69 -2.93 7.46  0.272
H -2.48 -1.16 4.11  0.271
C 6.72 2.76 1.01  -0.399
Cl 7.37 2.57 -0.62  -0.018
Cl 5.17 3.61 0.98  -0.021
H 6.57 1.77 1.45  0.222
H 7.43 3.34 1.62  0.224
C -4.96 1.93 -1.67  -0.398
Cl -5.86 0.87 -2.77  -0.019
Cl -3.57 2.65 -2.49  -0.004
H -5.62 2.72 -1.32  0.235
H -4.61 1.34 -0.82  0.227
C 2.86 -1.06 -7.97  -0.397
Cl 2.35 -2.44 -8.94  -0.022
Cl 2.97 -1.49 -6.26  -0.034
H 3.84 -0.72 -8.32  0.227
H 2.12 -0.25 -8.09  0.246
C -6.99 2.36 6.21  -0.400
Cl -7.50 0.98 5.24  -0.029
Cl -6.88 1.94 7.92  -0.019
H -6.02 2.70 5.86  0.228
H -7.73 3.17 6.09  0.224